This record from the OMol25 dataset describes 2 unconnected molecules or ions with the total composition C5H8NO at a distorted geometry. The level of theory is ωB97M-V with the def2-TZVPD basis set.

Computed properties:
Net charge: -1
Relative energy (zero: lowest compared OMol25 entry of this formula, charge and spin), kJ/mol: 415.88
HOMO-LUMO gap, eV: 6.1
Lowest unoccupied orbital energy, eV: 3.316

Geometry as XYZ:
```
15
C5H8NO | the OMol25 dataset | ωB97M-V with the def2-TZVPD basis set
C -0.603 0.098 2.733
C -0.697 0.410 1.608
C -0.306 -0.304 4.090
C 0.277 -1.027 -2.821
C -0.041 0.347 -2.041
N 0.552 1.276 -2.617
O 0.633 2.562 -2.429
H -0.198 0.638 4.791
H 0.600 -0.772 4.231
H -1.078 -0.877 4.481
H 0.320 -1.799 -2.073
H 1.205 -1.071 -3.475
H -0.534 -1.195 -3.545
H -1.031 0.645 0.601
H 0.901 1.070 -3.535
```

Results of the Mulliken charge analysis, in e, for atoms 1 through 6: -0.271, 0.262, -1.243, -0.944, -0.282, 0.030



This record from the OMol25 dataset describes a molecular structure, C5H6N at a distorted geometry. The level of theory is ωB97M-V with the def2-TZVPD basis set.

Computed properties:
Net charge: +1
Relative energy (zero: lowest compared OMol25 entry of this formula, charge and spin), kJ/mol: 362.22
HOMO-LUMO gap (spin up / spin down), eV: 9.3 / 8.3
Multiplicity: 3
Lowest unoccupied orbital energy (spin up / spin down), eV: -4.797 / -6.585

Geometry as XYZ:
```
12
C5H6N | the OMol25 dataset | ωB97M-V with the def2-TZVPD basis set
C -0.414 0.528 -1.424
C 0.333 -0.528 -1.138
C -1.055 0.872 -0.135
C 1.029 -0.313 1.143
C -0.379 -0.192 0.769
N 0.417 -1.149 0.076
H -0.505 1.019 -2.371
H -0.737 1.864 0.184
H -2.146 0.824 -0.093
H 1.803 0.372 0.805
H 1.253 -0.824 2.073
H 0.402 -2.474 0.111
```

Results of the Mulliken charge analysis, in e, for atoms 1 through 6: -0.226, -0.097, -0.404, -0.264, 0.073, -0.185



This record from the OMol25 dataset describes a molecular structure, C35H35BN6O10S5TeY at a distorted geometry. The level of theory is ωB97M-V with the def2-TZVPD basis set.

Computed properties:
Net charge: -1
Relative energy (zero: lowest compared OMol25 entry of this formula, charge and spin), kJ/mol: 143.71
HOMO-LUMO gap, eV: 7.1
Lowest unoccupied orbital energy, eV: 1.847

Geometry as XYZ:
```
94
C35H35BN6O10S5TeY | the OMol25 dataset | ωB97M-V with the def2-TZVPD basis set
Y -0.081 0.682 0.888
O 0.059 0.213 3.251
S -0.936 1.216 3.664
O -1.811 0.772 4.714
O -1.595 1.716 2.450
C -0.036 2.608 4.323
C -0.423 3.063 5.574
C 0.167 4.190 6.125
C 1.147 4.867 5.422
C 1.542 4.416 4.171
C 0.962 3.285 3.614
S 1.479 2.893 1.942
O 2.539 3.821 1.665
O 0.275 3.056 1.109
O 1.882 1.474 1.860
H -1.197 2.516 6.094
H -0.150 4.543 7.098
H 1.605 5.754 5.840
H 2.299 4.934 3.601
N -2.086 -0.577 0.999
C -2.720 -1.243 1.684
C -3.465 -2.098 2.558
C -2.956 -2.336 3.833
C -3.646 -3.186 4.679
C -4.825 -3.787 4.256
C -5.327 -3.537 2.986
C -4.650 -2.689 2.127
H -2.040 -1.849 4.138
H -3.263 -3.380 5.672
H -5.355 -4.457 4.921
H -6.245 -4.005 2.655
H -5.011 -2.498 1.125
C 2.002 -2.579 4.219
N 2.641 -2.606 2.918
C 3.993 -2.747 2.660
C 4.145 -2.712 1.320
N 2.889 -2.565 0.776
C 1.960 -2.504 1.749
S 0.285 -2.360 1.592
H 2.773 -2.502 4.983
H 1.419 -3.487 4.371
H 1.332 -1.722 4.272
H 4.719 -2.832 3.448
H 5.031 -2.767 0.716
H 2.654 -2.449 -0.216
C 1.378 4.325 -1.629
Te 2.182 2.393 -1.171
C 2.477 2.378 -3.320
C 2.655 3.823 -3.701
C 3.346 4.219 -4.840
C 3.475 5.565 -5.155
C 2.898 6.524 -4.335
C 2.203 6.135 -3.198
C 2.086 4.790 -2.868
H 1.535 4.982 -0.778
H 0.304 4.210 -1.792
H 1.586 1.972 -3.805
H 3.334 1.772 -3.611
H 3.791 3.469 -5.483
H 4.032 5.864 -6.034
H 2.996 7.576 -4.573
H 1.753 6.881 -2.555
O -6.604 -3.489 -2.862
S -5.657 -4.542 -2.636
O -6.157 -5.807 -2.169
N -4.420 -4.035 -1.681
C -3.282 -4.032 -2.312
S -1.810 -3.645 -1.544
C -3.368 -4.461 -3.752
C -2.364 -4.599 -4.694
C -2.696 -5.050 -5.966
C -4.009 -5.378 -6.287
C -5.017 -5.260 -5.338
C -4.666 -4.793 -4.089
H -1.336 -4.392 -4.430
H -1.922 -5.159 -6.715
H -4.243 -5.741 -7.279
H -6.041 -5.527 -5.563
N 0.110 -2.291 -3.392
C 0.295 -1.004 -2.687
C 1.341 -1.243 -1.593
O 2.148 -2.175 -1.807
O 1.298 -0.525 -0.578
H -0.129 -2.172 -4.370
H -0.674 -2.916 -2.838
H 1.017 -2.767 -3.273
H -0.639 -0.645 -2.264
H 0.702 -0.258 -3.370
B -2.303 3.150 -2.601
C -1.637 2.168 -1.578
N -1.123 1.388 -0.892
H -3.296 2.599 -3.022
H -2.568 4.181 -2.021
H -1.477 3.328 -3.478
```

Results of the Mulliken charge analysis, in e, for atoms 1 through 6: 0.752, -0.088, 1.706, -0.664, -0.450, -0.634



This record from the OMol25 dataset describes C2H7N3S in the gas phase at a distorted geometry. The level of theory is ωB97M-V with the def2-TZVPD basis set.

Computed properties:
Net charge: 0
SMILES: [H]/N=C(\CN)NS
Relative energy (zero: lowest compared OMol25 entry of this formula, charge and spin), kJ/mol: 52.99
HOMO-LUMO gap, eV: 9.8
Lowest unoccupied orbital energy, eV: 0.713

Geometry as XYZ:
```
13
C2H7N3S | the OMol25 dataset | ωB97M-V with the def2-TZVPD basis set
H -2.021 -0.411 2.086
N -1.934 -0.570 1.087
C -0.812 -0.267 0.596
C 0.406 0.227 1.408
N 1.701 -0.382 1.137
N -0.660 -0.303 -0.763
S 0.494 0.526 -1.664
H 0.155 0.067 2.466
H 0.426 1.323 1.239
H 1.922 -0.246 0.127
H 1.707 -1.387 1.372
H -1.469 -0.534 -1.308
H 0.073 1.796 -1.616
```

Results of the Mulliken charge analysis, in e, for atoms 1 through 6: 0.241, -0.795, 0.776, -0.767, -0.532, -0.295



This record from the OMol25 dataset describes a molecular structure, C23H31BrCrN5O2Si2. The level of theory is ωB97M-V with the def2-TZVPD basis set.

Computed properties:
Net charge: -1
HOMO-LUMO gap (spin up / spin down), eV: 5.5 / 5.9
Multiplicity: 5
Lowest unoccupied orbital energy (spin up / spin down), eV: 2.265 / 2.265

Geometry as XYZ:
```
65
C23H31BrCrN5O2Si2 | the OMol25 dataset | ωB97M-V with the def2-TZVPD basis set
Cr 0.761 -0.038 0.067
C -2.151 -2.930 2.461
Si -0.764 -2.765 1.201
C -1.657 -2.697 -0.443
C 0.243 -4.346 1.175
N 0.195 -1.367 1.441
C 0.768 -1.039 2.677
C 0.914 -1.932 3.741
C 1.529 -1.572 4.940
C 2.035 -0.297 5.075
C 1.917 0.611 4.019
C 1.281 0.291 2.819
N 1.128 1.145 1.693
Si 1.339 2.848 1.673
C -0.259 3.756 1.257
C 1.823 3.751 3.259
C 2.617 3.399 0.397
H -2.688 -3.874 2.301
H -2.863 -2.109 2.317
H -1.815 -2.899 3.498
H -2.413 -3.490 -0.479
H -0.967 -2.847 -1.276
H -2.170 -1.738 -0.585
H -0.356 -5.215 0.878
H 0.702 -4.560 2.144
H 1.049 -4.217 0.444
H 0.561 -2.950 3.618
H 1.630 -2.298 5.740
H 2.547 0.001 5.983
H 2.363 1.583 4.141
H -0.985 3.628 2.066
H -0.734 3.443 0.325
H -0.038 4.827 1.165
H 1.181 3.487 4.103
H 1.697 4.823 3.060
H 2.864 3.588 3.554
H 2.149 3.851 -0.487
H 3.219 2.554 0.056
H 3.293 4.145 0.829
Br 0.420 -2.470 -7.777
C -0.013 -1.861 -6.031
C -1.226 -1.231 -5.814
N -1.587 -0.783 -4.618
C -0.731 -0.961 -3.603
C 0.505 -1.575 -3.736
C 0.872 -2.037 -4.986
C 1.495 -1.713 -2.578
O 2.608 -2.153 -2.851
O 1.087 -1.335 -1.437
H -1.926 -1.089 -6.630
H -1.043 -0.599 -2.634
H 1.837 -2.511 -5.108
N 2.930 0.990 -2.180
C 1.725 1.599 -2.371
C 1.506 2.414 -3.498
C 0.284 3.005 -3.670
C -0.719 2.805 -2.721
C -0.420 2.017 -1.640
N 0.769 1.419 -1.447
H 3.484 0.837 -3.005
H 2.929 0.190 -1.560
H 2.305 2.547 -4.217
H 0.100 3.620 -4.542
H -1.702 3.243 -2.821
H -1.159 1.824 -0.871
```

Results of the Mulliken charge analysis, in e, for atoms 1 through 6: 0.392, -1.108, -0.311, -0.797, -1.104, 0.491



Here are the calculated electronic energy numbers, same order: -8846.9255, -6757.1642, -129475.8180, -17492.3626, -150126.6889 (eV).